Formula: C29H26N7O2SZn
Source: the OMol25 dataset
Level of theory: the ωB97M-V functional and the def2-TZVPD basis

Structure (XYZ):
```
66
Properties=species:S:1:pos:R:3:forces:R:3
Zn -0.180998 0.690585 -0.643870 0.296 -0.133 -0.832
C -3.708647 -0.107649 -1.253678 0.007 0.011 -0.057
O -2.497031 -0.348542 -0.535831 -0.210 0.185 0.046
C -2.616422 -0.906085 0.710240 0.135 0.090 0.237
C -3.600311 -1.822230 1.043151 -0.068 -0.029 -0.059
C -3.654163 -2.339917 2.328540 -0.027 -0.035 0.022
C -2.748005 -1.920233 3.291425 -0.003 -0.067 0.005
C -1.766179 -1.001886 2.965649 0.038 0.042 -0.203
C -1.672141 -0.502828 1.666764 -0.185 -0.249 0.203
N -0.695201 0.427230 1.254090 0.079 0.301 0.419
N -0.007850 0.941986 2.208290 -0.367 -0.097 0.012
C 0.750763 2.032193 2.030285 0.238 0.112 -0.337
C 0.635204 2.923351 0.896007 -0.066 -0.246 0.287
O 0.042408 2.615890 -0.179528 -0.060 0.252 -0.073
C 1.195104 4.240536 1.036726 0.154 0.224 -0.023
C 1.957716 4.579765 2.097929 -0.086 -0.022 -0.105
C 2.236584 3.658455 3.160749 0.003 -0.290 0.158
C 3.120363 3.980931 4.202761 -0.033 0.056 -0.035
C 3.391747 3.074824 5.199215 0.068 0.025 0.077
C 2.778522 1.818457 5.184739 -0.050 0.011 -0.056
C 1.908852 1.480280 4.172223 -0.040 0.056 -0.038
C 1.620049 2.392048 3.144650 0.057 0.053 -0.011
H -4.516443 0.152293 -0.569553 0.017 -0.012 0.009
H -3.514812 0.729105 -1.920125 0.037 -0.029 -0.021
H -3.990444 -0.983564 -1.842462 -0.023 -0.032 0.030
H -4.335342 -2.128103 0.309805 0.046 0.013 -0.030
H -4.418000 -3.063546 2.579709 -0.026 0.029 0.005
H -2.818813 -2.302424 4.300855 0.033 0.005 -0.002
H -1.069812 -0.639197 3.706826 0.020 -0.029 0.025
H 1.021941 4.926660 0.217978 -0.027 -0.001 0.015
H 2.396903 5.568740 2.159031 0.002 0.008 -0.046
H 3.590564 4.957073 4.206264 0.000 -0.003 0.006
H 4.082428 3.328539 5.992149 -0.012 0.013 -0.001
H 2.995614 1.106299 5.969952 -0.010 -0.006 0.001
H 1.435209 0.509032 4.143153 0.046 -0.033 0.066
C -0.988249 0.604863 -5.931251 0.015 0.211 -0.113
N -0.965455 -0.549796 -5.054817 0.041 -0.114 0.241
C -1.067959 -1.867366 -5.446750 -0.013 -0.151 -0.012
C -1.019401 -2.621090 -4.340897 0.000 -0.033 -0.064
N -0.887664 -1.760770 -3.246381 -0.054 0.198 -0.347
C -0.840729 -0.470359 -3.709559 -0.092 -0.201 -0.029
S -0.698834 1.025231 -2.946971 0.005 0.298 0.253
C -0.789510 -2.272457 -1.927398 -0.001 -0.255 0.498
C -1.405985 -3.485677 -1.638095 -0.027 0.111 -0.192
C -1.141989 -4.088114 -0.421454 0.135 0.057 0.123
C -0.274462 -3.466157 0.461662 -0.050 -0.112 -0.050
C 0.212578 -2.220536 0.117979 0.078 -0.079 0.032
N -0.054510 -1.614571 -1.040858 0.102 -0.202 -0.275
H -1.046545 0.260862 -6.959815 -0.009 -0.043 0.017
H -0.085316 1.197576 -5.792922 0.003 -0.037 0.009
H -1.847645 1.233819 -5.703454 -0.004 -0.032 -0.001
H -1.143023 -2.166429 -6.476887 -0.012 0.082 -0.012
H -1.016354 -3.689541 -4.239138 0.006 0.020 0.047
H -2.077405 -3.946795 -2.347724 0.013 -0.011 0.001
H -1.597239 -5.036864 -0.172095 -0.023 0.003 -0.018
H -0.004109 -3.917199 1.405137 -0.029 0.028 0.018
H 0.852815 -1.673810 0.800268 -0.018 0.043 -0.025
N 2.969687 0.830836 0.017503 0.081 0.063 0.054
C 4.195684 0.511130 -0.425351 0.002 -0.014 -0.061
C 4.028297 -0.133971 -1.628972 0.007 -0.037 -0.041
C 2.643740 -0.156354 -1.829416 0.003 0.007 0.011
N 2.003987 0.434178 -0.827090 0.033 -0.076 0.116
H 2.728688 1.319509 0.865585 -0.079 0.034 0.062
H 5.082817 0.759539 0.132171 -0.037 0.019 0.027
H 4.792153 -0.532331 -2.272809 0.004 0.019 0.022
H 2.092581 -0.575423 -2.654313 -0.061 0.027 0.015
```
Positions in Å, forces in eV/Å.

The spin multiplicity is 1. As for the net charge: +1. As for the HOMO energy: -0.361 Ha. The relative energy (zero: lowest compared OMol25 entry of this formula, charge and spin) comes out at 0.182 eV. The value obtained for the largest force on an atom is 0.89 eV Å⁻¹.

---

Formula: C29H27BBaF4N2OPSe2
Source: the OMol25 dataset
Level of theory: the ωB97M-V functional and the def2-TZVPD basis

Structure (XYZ):
```
68
Properties=species:S:1:pos:R:3:forces:R:3
Ba 0.552174 0.527444 1.149792 -0.101 -0.318 -0.575
Se -2.038157 -1.481956 1.275470 -0.014 0.371 0.430
Se -2.599238 0.606280 2.357905 0.075 -0.429 -0.528
C -2.847385 1.587243 0.686338 0.047 -0.239 0.401
C -3.326772 2.888554 0.759189 0.023 0.007 -0.130
C -3.537458 3.542774 -0.442516 0.025 -0.042 0.022
C -3.268125 2.879692 -1.634124 0.005 -0.013 -0.046
C -2.778086 1.587808 -1.581117 -0.016 0.132 0.014
N -2.563428 0.946616 -0.429811 0.039 -0.073 0.050
C -1.038279 -2.108687 2.826517 -0.406 -0.280 0.078
C -1.604148 -3.117573 3.588864 0.081 -0.040 0.082
C -0.889856 -3.595596 4.682383 -0.008 0.067 -0.088
C 0.340088 -3.032085 4.972575 0.009 0.044 -0.047
C 0.815168 -2.017400 4.153309 0.178 -0.033 0.119
N 0.149941 -1.572060 3.091708 -0.196 0.233 -0.369
H -3.533562 3.363114 1.708301 -0.004 -0.004 0.010
H -3.917516 4.555612 -0.448463 -0.001 0.006 -0.007
H -3.438119 3.357454 -2.588329 -0.007 0.002 -0.010
H -2.546363 1.034418 -2.482830 -0.003 0.012 -0.018
H -2.578558 -3.509668 3.334830 0.000 0.002 0.005
H -1.299199 -4.383736 5.299426 0.000 -0.011 0.010
H 0.927607 -3.358845 5.818192 -0.004 -0.007 0.008
H 1.767380 -1.539583 4.350573 -0.001 -0.016 0.021
C 5.861244 -4.152479 0.864152 -0.025 -0.018 -0.018
C 4.850519 -4.889573 0.261649 0.029 -0.024 0.005
C 3.710165 -4.256491 -0.207378 -0.019 0.076 -0.034
C 3.568504 -2.876227 -0.068431 -0.020 -0.164 -0.060
C 4.585443 -2.144165 0.541023 -0.021 0.019 0.042
C 5.729255 -2.778686 0.999890 0.027 0.035 0.015
P 2.141599 -1.941394 -0.694475 0.007 0.417 0.255
C 2.631098 -1.448646 -2.372446 -0.002 -0.016 -0.053
C 2.673509 -0.088567 -2.671441 -0.018 -0.061 -0.021
C 3.082583 0.343336 -3.925967 0.002 0.050 -0.031
C 3.450707 -0.582279 -4.889667 -0.014 0.050 0.036
C 3.415279 -1.939770 -4.597824 0.010 -0.065 -0.030
C 3.011923 -2.371612 -3.346770 -0.007 -0.007 0.061
C 0.793082 -3.143393 -0.890528 -0.065 0.022 -0.051
C 0.012793 -3.189146 -2.043424 0.038 0.016 0.018
C -1.131521 -3.973154 -2.086120 -0.066 -0.044 -0.001
C -1.513312 -4.717359 -0.980308 0.002 0.021 -0.034
C -0.742813 -4.674819 0.174928 0.027 -0.015 0.049
C 0.398722 -3.889334 0.222962 -0.013 -0.005 -0.001
H 6.751649 -4.648867 1.225750 0.003 -0.006 0.004
H 4.953478 -5.960844 0.149765 0.003 -0.004 0.003
H 2.931761 -4.837654 -0.685958 -0.023 -0.011 0.014
H 4.488030 -1.069021 0.653559 -0.004 -0.015 -0.001
H 6.514563 -2.199221 1.466760 0.005 -0.005 0.001
H 2.402329 0.644654 -1.917718 0.005 -0.029 0.001
H 3.121891 1.402349 -4.145754 0.004 0.001 -0.010
H 3.772987 -0.249464 -5.867006 0.002 0.014 -0.005
H 3.710199 -2.661288 -5.347844 0.002 -0.010 -0.005
H 2.995640 -3.431045 -3.119425 0.009 -0.011 -0.008
H 0.294625 -2.610937 -2.914262 0.012 0.002 0.002
H -1.723765 -4.003161 -2.990956 -0.013 -0.008 -0.005
H -2.402605 -5.331832 -1.018341 -0.009 -0.003 0.000
H -1.027210 -5.260029 1.040506 -0.003 -0.009 -0.002
H 0.990342 -3.859304 1.131852 0.019 -0.005 0.009
F 2.397292 2.383895 1.453095 0.037 -0.103 -0.194
B 1.636832 2.734201 2.604554 0.501 0.970 0.787
F 0.315204 3.025245 2.134245 -0.173 -0.165 -0.232
F 1.539104 1.553293 3.389812 -0.146 -0.247 -0.128
F 2.162152 3.768278 3.289481 0.050 0.047 -0.025
C 0.560686 3.197706 -1.944138 0.004 -0.007 -0.085
O 0.080762 2.629579 -0.724321 0.108 -0.021 0.360
H 1.582690 3.566824 -1.837519 -0.019 -0.025 0.019
H -0.085717 4.012577 -2.273528 0.001 -0.019 0.006
H 0.539707 2.407137 -2.691990 0.003 0.018 -0.008
H 0.091423 3.310605 -0.035493 0.029 -0.006 -0.080
```
Positions in Å, forces in eV/Å.

The spin multiplicity is 1. As for the net charge: +1. As for the HOMO energy: -0.407 Ha. The relative energy (zero: lowest compared OMol25 entry of this formula, charge and spin) comes out at 0.084 eV. The value obtained for the largest force on an atom is 1.35 eV Å⁻¹.

---

Formula: C29H27BF5N8OS3Sc
Source: the OMol25 dataset
Level of theory: the ωB97M-V functional and the def2-TZVPD basis

Structure (XYZ):
```
75
Properties=species:S:1:pos:R:3:forces:R:3
Sc -0.199149 -0.552235 -0.046645 0.198 -0.247 0.289
C 0.953208 1.660342 2.683783 -0.001 -0.005 -0.062
C 1.003869 2.195087 1.290265 0.012 -0.026 -0.002
C 1.376855 3.454383 0.822825 0.010 0.026 0.034
C 1.235575 3.401513 -0.555528 0.044 -0.014 0.111
C 1.498909 4.473167 -1.558284 -0.018 -0.038 -0.029
N 0.807350 2.170723 -0.880946 0.029 0.124 0.067
N 0.660370 1.430662 0.254602 0.120 -0.099 0.046
B 0.437468 1.615269 -2.277990 -0.023 0.033 -0.088
N -1.071705 1.283426 -2.279043 -0.118 0.090 0.020
N -1.667052 0.835707 -1.132223 0.016 -0.032 -0.144
C -2.983838 0.986128 -1.293011 0.007 0.015 0.003
C -3.979194 0.749752 -0.204984 -0.005 -0.027 -0.034
C -3.243670 1.491820 -2.570687 -0.028 0.030 0.013
C -2.009283 1.673944 -3.161596 -0.060 -0.020 -0.005
C -1.691869 2.187988 -4.524422 0.056 0.019 0.022
N 1.278242 0.366583 -2.588868 0.333 0.110 0.175
N 1.404347 -0.649016 -1.673336 -0.492 -0.078 -0.211
C 2.377015 -1.451566 -2.122709 -0.083 -0.007 -0.092
C 2.786740 -2.715521 -1.455276 -0.115 -0.083 -0.046
C 2.888496 -0.942675 -3.317522 0.055 -0.079 0.088
C 2.178333 0.211405 -3.572306 -0.015 -0.041 -0.108
C 2.318913 1.141149 -4.730051 -0.021 0.080 0.035
H 1.289329 2.412473 3.393381 0.002 0.003 0.007
H 1.590974 0.780245 2.782292 0.000 0.015 0.029
H -0.063744 1.366989 2.950558 0.006 -0.001 0.019
H 1.710328 4.295706 1.407145 -0.009 -0.020 -0.016
H 1.858073 5.366567 -1.052306 -0.004 -0.007 0.013
H 0.591951 4.727849 -2.107612 0.021 0.007 -0.012
H 2.253062 4.159038 -2.280300 -0.013 0.016 -0.007
H 0.658734 2.449934 -3.099360 0.009 -0.022 -0.015
H -3.486362 0.511897 0.733014 -0.010 0.007 0.016
H -4.668005 -0.055690 -0.464864 0.011 0.002 0.020
H -4.571467 1.654002 -0.060662 -0.003 0.000 -0.019
H -4.206653 1.724290 -2.995419 0.029 -0.004 0.011
H -2.600374 2.551227 -4.999820 -0.001 -0.013 -0.002
H -1.272547 1.396665 -5.148629 0.002 0.015 0.001
H -0.967892 3.002349 -4.487202 -0.024 -0.010 -0.010
H 2.861886 -2.597927 -0.380272 0.059 0.035 0.117
H 3.745255 -3.045368 -1.854181 -0.021 -0.003 0.006
H 2.050977 -3.501026 -1.648414 0.027 -0.014 0.019
H 3.675815 -1.370370 -3.915635 -0.014 0.022 0.009
H 3.105377 0.776438 -5.387090 -0.006 0.001 -0.011
H 2.578567 2.151112 -4.409204 -0.006 -0.038 -0.011
H 1.392258 1.201840 -5.302215 0.012 0.018 0.005
S -0.709196 -7.326170 0.477554 -0.022 -0.044 0.068
C 0.137672 -5.969176 0.876374 0.030 0.181 -0.245
S -0.609158 -4.407093 1.126358 0.194 -0.005 0.108
C 0.971352 -3.658537 1.312571 -0.399 -0.186 -0.104
N 1.934161 -4.501222 1.205747 0.290 0.033 0.079
N 1.479347 -5.780960 0.988206 -0.247 -0.017 0.091
C 2.480131 -6.784688 0.812890 0.084 -0.025 -0.011
C 2.352811 -8.028132 1.414984 -0.039 0.046 0.004
C 3.348782 -8.974371 1.230723 0.020 -0.009 -0.018
C 4.464719 -8.680600 0.460356 0.017 -0.044 0.011
C 4.590527 -7.428538 -0.122457 -0.016 0.038 -0.011
C 3.598593 -6.476047 0.050982 -0.006 -0.020 0.001
S 1.206723 -1.977256 1.647907 0.213 0.499 -0.137
H 1.482638 -8.252118 2.013253 -0.004 0.007 -0.005
H 3.251891 -9.947038 1.695929 -0.009 0.023 -0.004
H 5.237867 -9.425124 0.317720 -0.017 0.015 0.011
H 5.463134 -7.190552 -0.717357 -0.016 0.003 0.007
H 3.688207 -5.491855 -0.386249 -0.005 0.017 -0.004
F -5.571395 -4.431084 -1.144216 0.003 0.006 0.006
C -4.647162 -3.629934 -0.611977 -0.055 -0.014 0.036
C -3.551608 -3.235340 -1.359512 -0.008 -0.026 -0.074
F -3.392859 -3.661350 -2.610198 0.011 0.005 -0.001
C -2.632781 -2.399875 -0.771515 0.132 0.084 0.177
F -1.492986 -2.027845 -1.445085 0.110 -0.074 -0.032
C -2.717841 -1.922098 0.535128 -0.281 -0.426 -0.237
O -1.771013 -1.151965 1.007931 0.039 0.128 0.034
C -3.829576 -2.349530 1.261954 0.070 0.103 0.036
F -3.989738 -1.933147 2.520600 -0.024 -0.010 -0.005
C -4.775704 -3.185073 0.695831 -0.025 -0.030 -0.041
F -5.833008 -3.564657 1.410510 -0.009 0.001 0.008
```
Positions in Å, forces in eV/Å.

The spin multiplicity is 1. As for the net charge: 0. As for the HOMO energy: -0.279 Ha. The value obtained for the largest force on an atom is 0.56 eV Å⁻¹.

---

- Look up the net charge of the first one.
  +1

---

- Look up the spin multiplicity of the second one.
  1